ORCA calculation (wB97M-V/def2-TZVPD) on a cluster of 7 separate species, H14O7 in total.

Positions of all 21 atoms, in Å:
H: -1.480 -0.569 0.674
H: -2.058 0.832 0.783
H: 1.235 -4.700 0.483
H: 1.452 -3.936 1.779
H: 1.537 3.669 0.454
H: 0.046 3.569 0.174
H: -3.107 -0.496 -3.957
H: -3.712 -1.864 -3.687
H: -2.217 4.101 2.323
H: -0.946 3.271 2.236
H: 1.108 -0.569 0.062
H: 2.225 0.129 0.822
H: 3.636 -2.373 -1.325
H: 2.355 -2.227 -0.520
O: -1.894 0.125 0.149
O: 1.266 -3.806 0.842
O: 0.680 3.958 0.787
O: -3.422 -1.290 -4.404
O: -1.510 3.733 2.866
O: 1.587 0.266 0.111
O: 3.220 -1.823 -0.652

Calculated values
- Molecular weight: 126.10 Da
- Max |F|: 0.011 hartree/bohr
- Charge: 0
- Energy relative to the best compared isomer or geometry (same formula, charge and spin): 51.20 kcal per mole
- HOMO-LUMO gap: 11.12 eV
- 2S+1: 1
- Structure (SMILES): O.O.O.O.O.O.O

ORCA calculation (wB97M-V/def2-TZVPD) on a cluster of 12 separate species, C21H63Cl2NO13P in total at a distorted geometry.

Positions of all 101 atoms, in Å:
C: 0.583 2.439 1.158
C: 0.406 1.034 0.332
O: 1.207 0.003 0.705
N: -0.591 0.751 -0.770
C: -0.130 -0.332 -1.720
C: 1.317 -0.415 -2.486
O: -1.009 -1.340 -1.967
P: -1.145 2.225 -1.606
C: -2.587 2.969 -0.582
C: -4.059 2.867 -1.360
C: -4.449 1.299 -1.763
Cl: -4.482 0.160 -0.265
C: 0.232 3.465 -2.064
C: 0.387 3.776 -3.666
C: 0.974 5.321 -3.795
Cl: 1.723 2.599 -4.297
H: -0.285 3.224 0.973
H: 0.724 2.295 2.333
H: 1.610 2.917 0.781
H: 1.283 -0.125 -3.619
H: 1.655 -1.560 -2.456
H: 2.122 0.179 -1.858
H: -1.748 1.775 -2.868
H: -2.704 2.281 0.383
H: -2.364 4.051 -0.168
H: -4.033 3.538 -2.325
H: -4.893 3.199 -0.580
H: -3.768 0.875 -2.626
H: -5.573 1.314 -2.159
H: -0.026 4.479 -1.495
H: 1.257 3.083 -1.590
H: -0.621 3.653 -4.248
H: 1.677 5.476 -4.734
H: 0.071 6.085 -3.943
H: 1.558 5.687 -2.848
C: 4.931 -1.143 -2.454
O: 4.284 -2.142 -1.687
H: 5.430 -1.616 -3.303
H: 4.191 -0.428 -2.821
H: 5.674 -0.632 -1.836
H: 3.850 -1.693 -0.941
C: 1.430 -4.265 -4.394
O: 2.562 -3.415 -4.412
H: 0.973 -4.269 -5.387
H: 1.740 -5.280 -4.134
H: 0.707 -3.895 -3.664
H: 2.946 -3.432 -3.519
C: -4.446 -3.245 1.367
O: -4.017 -2.381 2.403
H: -5.029 -4.060 1.802
H: -5.071 -2.689 0.663
H: -3.575 -3.657 0.851
H: -3.503 -1.668 1.987
C: 0.489 -7.919 -3.458
O: -0.029 -6.673 -3.886
H: 1.563 -7.815 -3.281
H: -0.003 -8.220 -2.531
H: 0.321 -8.670 -4.234
H: -0.982 -6.796 -4.036
C: 4.531 5.269 -2.135
O: 3.630 4.301 -1.629
H: 4.003 6.218 -2.254
H: 5.358 5.400 -1.433
H: 4.911 4.942 -3.106
H: 4.126 3.470 -1.534
C: 4.486 0.808 2.251
O: 3.267 1.272 2.801
H: 5.252 1.574 2.388
H: 4.793 -0.107 2.764
H: 4.355 0.613 1.184
H: 2.607 0.571 2.665
C: 1.726 -6.715 -0.114
O: 0.563 -7.188 -0.770
H: 2.161 -7.530 0.468
H: 2.451 -6.373 -0.857
H: 1.459 -5.893 0.555
H: 0.199 -6.443 -1.279
C: -7.474 -2.732 -1.001
O: -7.215 -1.882 -2.104
H: -8.478 -3.150 -1.103
H: -6.742 -3.543 -0.987
H: -7.413 -2.156 -0.075
H: -6.318 -1.526 -1.986
C: 1.562 1.680 6.027
O: 2.856 1.343 5.563
H: 1.569 1.694 7.119
H: 1.285 2.669 5.653
H: 0.843 0.933 5.679
H: 2.819 1.339 4.591
C: 1.022 3.497 9.644
O: 1.281 4.346 8.541
H: 0.018 3.078 9.542
H: 1.753 2.685 9.659
H: 1.082 4.072 10.571
H: 2.178 4.702 8.659
C: -3.758 1.257 3.925
O: -4.216 0.258 4.818
H: -3.574 2.177 4.485
H: -2.828 0.927 3.455
H: -4.519 1.443 3.163
H: -4.371 -0.545 4.293

Calculated values
- Molecular weight: 639.61 Da
- Max |F|: 0.178 hartree/bohr
- Charge: +1
- Energy relative to the best compared isomer or geometry (same formula, charge and spin): 88.67 kcal per mole
- HOMO-LUMO gap: 7.46 eV
- 2S+1: 1

ORCA calculation (wB97M-V/def2-TZVPD) on a cluster of 9 separate species, C38H99N5O18 in total at a distorted geometry.

Positions of all 160 atoms, in Å:
C: 10.241 30.353 3.933
C: 11.701 29.940 4.107
O: 11.731 28.762 4.950
O: 9.612 29.236 3.273
H: 10.164 31.274 3.358
H: 9.784 30.428 4.917
H: 12.330 30.599 4.708
H: 12.242 29.643 3.208
H: 11.613 27.983 4.370
H: 9.175 28.699 3.943
C: 15.587 23.865 5.670
C: 16.112 22.504 5.263
O: 15.947 21.621 6.357
O: 14.186 23.653 5.932
H: 15.698 24.741 5.034
H: 15.997 24.210 6.629
H: 17.176 22.572 4.974
H: 15.703 22.123 4.319
H: 16.347 20.790 6.082
H: 14.106 22.834 6.432
C: 8.505 25.611 0.249
C: 8.747 26.828 1.129
O: 9.534 27.891 0.591
O: 7.843 25.930 -0.957
H: 7.834 24.932 0.787
H: 9.451 25.062 0.141
H: 9.108 26.407 2.077
H: 7.855 27.404 1.407
H: 10.166 28.047 1.303
H: 8.216 26.772 -1.249
C: 11.710 25.618 -5.749
C: 10.415 26.034 -6.408
O: 10.268 27.444 -6.466
O: 11.753 25.987 -4.359
H: 12.542 26.091 -6.262
H: 11.874 24.537 -5.757
H: 9.473 25.548 -6.144
H: 10.553 25.761 -7.462
H: 10.337 27.811 -5.577
H: 10.991 25.593 -3.923
C: 10.149 27.696 12.079
O: 11.237 27.526 11.207
C: 11.201 26.251 10.570
C: 12.613 26.067 10.042
N: 12.903 24.745 9.500
C: 13.528 23.903 10.536
C: 14.988 24.309 10.726
O: 15.818 24.195 9.589
C: 16.284 22.907 9.297
H: 10.097 26.869 12.803
H: 9.204 27.613 11.524
H: 10.112 28.599 12.683
H: 10.446 26.214 9.777
H: 10.928 25.504 11.326
H: 13.285 26.523 10.782
H: 12.808 26.810 9.257
H: 13.585 24.898 8.764
H: 13.546 22.863 10.195
H: 12.970 23.943 11.469
H: 15.485 24.066 11.676
H: 14.997 25.389 10.930
H: 16.848 22.426 10.112
H: 17.000 23.032 8.486
H: 15.582 22.109 9.032
C: 7.982 18.700 -1.616
O: 7.405 17.705 -0.770
C: 6.131 18.040 -0.232
C: 5.952 17.667 1.219
N: 6.834 18.296 2.176
C: 8.254 18.062 2.069
C: 8.997 18.891 3.147
O: 8.444 20.197 3.165
C: 8.614 20.870 4.399
H: 9.003 18.403 -1.823
H: 7.879 19.684 -1.143
H: 7.303 18.736 -2.482
H: 5.480 17.391 -0.832
H: 5.792 19.067 -0.400
H: 5.934 16.570 1.340
H: 4.948 17.997 1.507
H: 6.525 18.211 3.132
H: 8.610 18.254 1.060
H: 8.554 17.008 2.205
H: 10.082 18.908 3.058
H: 8.669 18.360 4.052
H: 7.740 21.529 4.395
H: 9.474 21.543 4.474
H: 8.613 20.204 5.266
C: 10.731 23.636 7.110
O: 10.126 23.578 5.839
C: 10.100 24.823 5.140
C: 11.510 24.951 4.554
N: 11.592 26.162 3.716
C: 12.906 26.228 3.066
C: 12.796 26.859 1.683
O: 12.050 26.004 0.854
C: 12.236 26.185 -0.522
H: 11.039 22.614 7.385
H: 9.942 23.673 7.874
H: 11.622 24.240 7.244
H: 9.856 25.654 5.811
H: 9.304 24.784 4.393
H: 11.894 24.040 4.083
H: 12.191 25.056 5.401
H: 10.837 26.060 3.045
H: 13.270 25.207 2.896
H: 13.610 26.785 3.685
H: 13.776 27.205 1.342
H: 12.202 27.781 1.796
H: 12.465 27.220 -0.826
H: 11.312 26.068 -1.089
H: 13.087 25.622 -0.910
C: 10.531 29.577 8.094
O: 9.575 29.926 7.142
C: 8.607 30.836 7.616
C: 7.556 31.102 6.522
N: 6.951 29.806 6.168
C: 6.406 29.901 4.804
C: 5.860 28.559 4.384
O: 6.790 27.728 3.663
C: 6.522 26.337 3.789
H: 11.435 29.283 7.552
H: 10.337 28.738 8.771
H: 10.855 30.402 8.742
H: 9.093 31.815 7.732
H: 8.145 30.490 8.542
H: 7.943 31.697 5.690
H: 6.801 31.703 7.043
H: 7.757 29.181 6.163
H: 7.194 30.197 4.104
H: 5.535 30.555 4.753
H: 5.047 28.588 3.645
H: 5.393 28.055 5.238
H: 5.626 26.069 3.216
H: 6.475 26.101 4.851
H: 7.308 25.811 3.250
C: 17.386 35.701 -4.595
O: 16.444 34.683 -4.800
C: 15.709 34.354 -3.656
C: 16.324 33.164 -2.893
N: 15.443 32.682 -1.842
C: 15.546 31.226 -1.640
C: 14.712 30.848 -0.427
O: 13.377 31.258 -0.558
C: 12.521 30.844 0.496
H: 16.963 36.582 -4.097
H: 17.903 35.886 -5.533
H: 18.193 35.469 -3.877
H: 14.683 34.084 -3.935
H: 15.496 35.133 -2.911
H: 17.158 33.594 -2.328
H: 16.592 32.473 -3.697
H: 14.513 33.070 -1.828
H: 16.594 31.040 -1.410
H: 15.204 30.729 -2.553
H: 15.135 31.327 0.465
H: 14.777 29.748 -0.413
H: 12.365 31.712 1.140
H: 12.863 30.010 1.113
H: 11.614 30.506 -0.004

Calculated values
- Molecular weight: 914.23 Da
- Max |F|: 0.048 hartree/bohr
- Charge: 0
- Energy relative to the best compared isomer or geometry (same formula, charge and spin): 67.63 kcal per mole
- HOMO-LUMO gap: 8.53 eV
- 2S+1: 1
- Structure (SMILES): COCCNCCOC.COCCNCCOC.COCCNCCOC.COCCNCCOC.COCCNCCOC.OCCO.OCCO.OCCO.OCCO

ORCA calculation (wB97M-V/def2-TZVPD) on the molecule C5H11NO at a distorted geometry.

Positions of all 18 atoms, in Å:
C: -0.185 1.849 -1.290
O: 0.303 3.073 -0.703
C: -0.547 0.993 -0.089
C: -0.672 -0.492 -0.405
C: 0.491 -1.388 0.007
C: 0.593 -2.418 2.099
N: 0.042 -2.373 0.975
H: -1.049 2.013 -1.937
H: 0.704 1.449 -1.783
H: 0.385 3.769 -1.359
H: 0.043 1.282 0.777
H: -1.449 1.406 0.397
H: -1.669 -0.822 -0.087
H: -0.930 -0.675 -1.460
H: 0.899 -1.942 -0.832
H: 1.322 -0.800 0.418
H: 0.264 -3.122 2.862
H: 1.456 -1.801 2.409

Calculated values
- Molecular weight: 101.15 Da
- Max |F|: 0.038 hartree/bohr
- Charge: 0
- Energy relative to the best compared isomer or geometry (same formula, charge and spin): 56.41 kcal per mole
- HOMO-LUMO gap: 10.62 eV
- 2S+1: 1
- Structure (SMILES): C=NCCCCO

ORCA calculation (wB97M-V/def2-TZVPD) on a structure of composition C3H7BrClNO at a distorted geometry.

Positions of all 14 atoms, in Å:
C: -0.747 0.618 1.195
C: -0.201 -0.419 -0.995
C: 0.257 -0.281 0.495
N: 1.627 0.505 0.499
O: -1.375 -1.141 -0.911
Cl: 1.735 1.883 -0.642
Br: 3.116 -0.591 0.256
H: -0.236 1.118 2.019
H: -1.561 0.091 1.444
H: -1.127 1.418 0.532
H: -0.349 0.484 -1.492
H: 0.525 -1.086 -1.567
H: 0.346 -1.411 0.876
H: -2.009 -1.189 -1.710

Calculated values
- Molecular weight: 188.45 Da
- Max |F|: 0.077 hartree/bohr
- Charge: 0
- Energy relative to the best compared isomer or geometry (same formula, charge and spin): 8.39 kcal per mole
- HOMO-LUMO gap: 8.97 eV
- 2S+1: 1

ORCA calculation (wB97M-V/def2-TZVPD) on the molecule C4H8O2.

Positions of all 14 atoms, in Å:
C: -1.454 -0.895 0.137
C: -0.714 0.195 -0.638
C: 0.499 0.794 0.131
O: 0.392 0.680 1.521
C: 1.790 0.160 -0.337
O: 2.508 -0.468 0.408
H: -2.478 -0.987 -0.234
H: -1.499 -0.643 1.199
H: -0.975 -1.875 0.043
H: -1.407 1.009 -0.871
H: -0.373 -0.194 -1.609
H: 0.568 1.860 -0.134
H: 1.092 0.058 1.788
H: 2.052 0.307 -1.404

Calculated values
- Molecular weight: 88.11 Da
- Max |F|: 0.010 hartree/bohr
- Charge: 0
- Energy relative to the best compared isomer or geometry (same formula, charge and spin): 26.69 kcal per mole
- HOMO-LUMO gap: 11.23 eV
- 2S+1: 1
- Structure (SMILES): CC[C@@H](O)C=O

ORCA calculation (wB97M-V/def2-TZVPD) on a structure of composition C18H44ClFP2Rh at a distorted geometry.

Positions of all 67 atoms, in Å:
Rh: -0.008 -0.017 -0.036
Cl: -0.120 0.089 -2.352
P: -0.321 -2.307 -0.203
C: 0.689 -3.181 -1.514
C: -0.079 -3.412 1.285
C: -2.086 -2.572 -0.752
C: 2.084 -2.557 -1.613
H: 0.127 -2.940 -2.434
C: 0.787 -4.710 -1.387
H: 1.506 -5.004 -0.610
H: 1.153 -5.093 -2.350
H: -0.169 -5.203 -1.184
H: 2.024 -1.570 -2.082
H: 2.733 -3.200 -2.220
H: 2.542 -2.449 -0.620
H: -2.086 -2.020 -1.711
C: -3.100 -1.902 0.185
C: -2.435 -4.039 -1.021
H: -1.900 -4.433 -1.892
H: -3.511 -4.103 -1.233
H: -2.219 -4.675 -0.149
H: -2.646 -1.121 0.810
H: -3.590 -2.638 0.837
H: -3.871 -1.417 -0.432
C: 1.318 -3.206 1.875
H: -0.164 -4.448 0.908
C: -1.129 -3.191 2.375
H: 2.122 -3.542 1.209
H: 1.376 -3.779 2.810
H: 1.459 -2.140 2.103
H: -1.187 -2.121 2.620
H: -0.788 -3.735 3.266
H: -2.122 -3.567 2.100
H: 1.501 -0.514 0.101
H: -1.521 0.419 0.179
P: 0.313 2.323 -0.153
C: -0.825 3.244 -1.317
C: 0.232 3.369 1.392
C: 2.007 2.604 -0.883
C: -2.219 2.614 -1.289
H: -0.361 3.049 -2.301
C: -0.919 4.762 -1.112
H: -1.552 5.011 -0.249
H: -1.396 5.184 -2.009
H: 0.049 5.258 -0.994
H: -2.191 1.614 -1.731
H: -2.915 3.235 -1.865
H: -2.594 2.538 -0.259
H: 1.896 2.099 -1.860
C: 3.107 1.878 -0.093
C: 2.328 4.083 -1.122
H: 1.691 4.518 -1.899
H: 3.368 4.160 -1.466
H: 2.228 4.677 -0.201
H: 2.703 1.162 0.637
H: 3.758 2.592 0.432
H: 3.725 1.306 -0.799
C: -1.114 3.173 2.098
H: 0.308 4.417 1.049
C: 1.373 3.077 2.366
H: -1.942 3.676 1.582
H: -1.031 3.593 3.110
H: -1.331 2.100 2.181
H: 1.372 2.006 2.612
H: 1.174 3.652 3.280
H: 2.357 3.371 1.981
F: 0.029 -0.045 2.013

Calculated values
- Molecular weight: 479.85 Da
- Max |F|: 0.051 hartree/bohr
- Charge: -1
- ⟨S²⟩: 6.014
- HOMO-LUMO gap (alpha / beta): 2.98 / 6.74 eV
- 2S+1: 5

ORCA calculation (wB97M-V/def2-TZVPD) on a cluster of 2 separate species, C5H5NS2 in total at a distorted geometry.

Positions of all 13 atoms, in Å:
C: -3.621 -0.372 -1.121
C: -3.798 0.973 0.997
C: -2.747 -0.664 0.014
C: -1.906 -1.681 -0.139
C: 1.367 -0.291 -0.585
N: -2.880 0.110 1.147
S: -1.068 -2.919 -0.494
S: -4.585 0.917 -0.592
H: 1.317 -1.106 0.125
H: -4.087 1.675 1.753
H: 0.905 0.589 -0.157
H: 0.847 -0.563 -1.493
H: 2.405 -0.077 -0.810

Calculated values
- Molecular weight: 143.24 Da
- Max |F|: 0.045 hartree/bohr
- Charge: 0
- Energy relative to the best compared isomer or geometry (same formula, charge and spin): 70.19 kcal per mole
- HOMO-LUMO gap: 7.95 eV
- 2S+1: 1

ORCA calculation (wB97M-V/def2-TZVPD) on the molecule C5H4N2.

Positions of all 11 atoms, in Å:
C: 0.796 -1.194 -0.304
C: 1.348 0.105 -0.175
C: 0.098 0.880 -0.017
C: -0.148 -0.390 0.720
N: -0.645 -1.262 -0.355
N: -0.938 1.338 -1.010
C: -0.402 2.193 -0.255
H: 1.371 -2.105 -0.156
H: -0.178 -0.674 1.769
H: -0.960 -2.163 -0.008
H: -0.341 3.273 -0.209

Calculated values
- Molecular weight: 92.10 Da
- Max |F|: 0.014 hartree/bohr
- Charge: 0
- Energy relative to the best compared isomer or geometry (same formula, charge and spin): 161.57 kcal per mole
- HOMO-LUMO gap: 9.11 eV
- 2S+1: 1

ORCA calculation (wB97M-V/def2-TZVPD) on a cluster of 4 separate species, C4H15NO3 in total at a distorted geometry.

Positions of all 23 atoms, in Å:
C: 1.412 -0.618 -0.634
N: 0.058 -1.030 -0.948
C: -0.523 -1.926 0.058
C: -2.186 -3.707 -0.379
C: -1.873 -2.433 -0.359
H: 1.627 -0.899 0.403
H: 1.564 0.439 -0.878
H: 2.179 -1.132 -1.240
H: -0.082 -1.447 -1.855
H: 0.130 -2.779 0.302
H: -0.640 -1.321 0.956
H: -3.192 -3.963 -0.652
H: -1.525 -4.545 -0.185
H: -2.545 -1.643 -0.669
H: -0.213 2.650 1.611
H: 0.847 1.653 1.993
O: -0.110 1.785 2.025
H: 4.051 5.113 0.748
H: 5.448 4.711 0.348
O: 4.549 4.360 0.384
H: -2.267 2.071 -0.118
H: -3.624 2.053 -0.743
O: -3.085 2.610 -0.167

Calculated values
- Molecular weight: 125.17 Da
- Max |F|: 0.029 hartree/bohr
- Charge: 0
- Energy relative to the best compared isomer or geometry (same formula, charge and spin): 40.15 kcal per mole
- HOMO-LUMO gap: 9.26 eV
- 2S+1: 1
- Structure (SMILES): C=CCNC.O.O.O

ORCA calculation (wB97M-V/def2-TZVPD) on the ion C8H6N2O5 with charge -2 at a distorted geometry.

Positions of all 21 atoms, in Å:
C: -0.022 0.264 -1.490
C: -0.988 -0.424 -0.971
C: -0.042 -1.603 1.650
C: -0.210 1.510 -2.594
C: -2.511 -0.726 -1.090
C: 1.359 0.323 -0.938
C: 0.287 -0.347 2.516
C: 1.043 0.553 1.484
N: 0.438 -1.460 0.396
N: 1.318 -0.397 0.380
O: -0.148 1.157 -3.754
O: -3.219 0.103 -0.484
O: -0.750 -2.483 2.139
O: -0.259 2.626 -2.062
O: -2.853 -1.709 -1.739
H: 2.090 -0.197 -1.710
H: 1.637 1.298 -0.819
H: -0.525 0.092 2.909
H: 0.931 -0.767 3.455
H: 0.359 1.265 1.090
H: 2.062 0.922 1.633

Calculated values
- Molecular weight: 210.15 Da
- Max |F|: 0.120 hartree/bohr
- Charge: -2
- Energy relative to the best compared isomer or geometry (same formula, charge and spin): 76.77 kcal per mole
- HOMO-LUMO gap (alpha / beta): 7.03 / 7.03 eV
- 2S+1: 1

ORCA calculation (wB97M-V/def2-TZVPD) on the molecule C4H7NO.

Positions of all 13 atoms, in Å:
C: 1.615 -0.317 0.438
C: 0.524 -0.050 -0.585
C: -0.686 -0.977 -0.566
N: -0.744 0.351 -0.089
C: -1.561 1.315 0.399
O: -2.687 1.145 0.823
H: 2.202 0.579 0.660
H: 2.305 -1.108 0.117
H: 1.135 -0.642 1.365
H: 0.853 0.368 -1.544
H: -1.201 -1.204 -1.501
H: -0.724 -1.767 0.185
H: -1.064 2.301 0.346

Calculated values
- Molecular weight: 85.11 Da
- Max |F|: 0.012 hartree/bohr
- Charge: 0
- Energy relative to the best compared isomer or geometry (same formula, charge and spin): 44.97 kcal per mole
- HOMO-LUMO gap: 10.51 eV
- 2S+1: 1
- Structure (SMILES): C[C@H]1CN1C=O

- The lowest charge belongs to which entry?
  C8H6N2O5